[1]
# CH7NS

2 unconnected molecules or ions with the total composition CH7NS (ωB97M-V/def2-TZVPD, OMol25).

The geometry in XYZ format:
```
10
Properties=species:S:1:pos:R:3:forces:R:3
C 1.577 1.606 -1.481 0.19 0.10 1.38
N 2.238 0.716 -0.483 0.15 0.20 -0.54
H 0.986 2.327 -0.897 0.01 -0.15 -0.34
H 2.303 2.185 -2.052 -0.19 -0.16 -0.44
H 0.892 1.023 -2.091 0.12 0.08 -0.22
H 3.068 1.200 -0.151 -0.19 -0.01 0.23
H 2.621 -0.096 -0.954 -0.14 -0.07 -0.06
S -1.966 -1.189 0.948 0.07 0.05 -0.08
H -0.862 -0.550 0.537 0.00 -0.02 -0.03
H -1.684 -0.922 2.226 -0.02 -0.01 0.11
```
Forces are in eV/Å.

Computed properties:
Energy relative to the best compared isomer or geometry (same formula, charge and spin)   0.413 eV
Structure (SMILES)   CN.S
HOMO-LUMO gap   10.55 eV
LUMO   0.97 eV
Electronic energy   -13475.40348 eV

Charges per atom according to Mulliken partitioning, unit e:
1. C -0.716
2. N -0.561
3. H 0.242
4. H 0.307
5. H 0.292
6. H 0.229
7. H 0.217
8. S -0.291
9. H 0.140
10. H 0.140



[2]
# CH7O2S

3 unconnected molecules or ions with the total composition CH7O2S (ωB97M-V/def2-TZVPD, OMol25).

The geometry in XYZ format:
```
11
Properties=species:S:1:pos:R:3:forces:R:3
C -1.784 1.007 0.155 1.94 0.80 -1.49
S 0.030 0.552 0.591 -1.14 0.03 0.55
H -1.750 2.098 0.046 -0.24 0.04 0.27
H -1.688 0.666 -0.893 -1.56 -0.38 0.93
H -2.732 0.781 0.652 0.52 -0.71 0.26
H 2.063 -2.389 1.177 0.71 0.29 -0.41
H 1.841 -3.238 2.310 1.94 0.09 -0.73
O 2.618 -2.987 1.710 -2.73 -0.24 1.11
H -0.593 1.365 -1.825 0.68 -0.99 -3.33
H -1.689 1.000 -2.716 -2.00 -0.37 -0.48
O -0.772 1.091 -2.851 1.87 1.44 3.33
```
Forces are in eV/Å.

Computed properties:
Total charge   -1
Energy relative to the best compared isomer or geometry (same formula, charge and spin)   1.662 eV
HOMO-LUMO gap   6.57 eV
LUMO   3.91 eV
Electronic energy   -16080.60412 eV

Charges per atom according to Mulliken partitioning, unit e:
1. C -0.873
2. S -0.680
3. H 0.277
4. H 0.017
5. H 0.298
6. H 0.349
7. H 0.317
8. O -0.686
9. H 0.354
10. H 0.312
11. O -0.683



[3]
# CH7O5

4 unconnected molecules or ions with the total composition CH7O5 (ωB97M-V/def2-TZVPD, OMol25).

The geometry in XYZ format:
```
13
Properties=species:S:1:pos:R:3:forces:R:3
O -0.949 0.595 0.235 -0.18 -0.14 0.97
C 0.120 0.168 0.762 0.62 0.30 -2.26
O 1.104 0.812 1.157 -0.31 -0.06 0.67
H 0.282 -0.913 0.541 0.04 -0.38 0.80
H 3.064 0.467 0.192 -0.24 0.27 0.34
H 3.627 1.282 1.340 -0.29 -0.13 -0.27
O 3.857 0.945 0.466 0.55 -0.06 -0.04
H -1.733 -1.141 0.111 -0.37 0.24 0.35
H -2.852 -1.817 0.971 0.10 0.34 0.15
O -2.312 -1.927 0.189 0.13 -0.44 -0.46
H -0.720 0.787 -2.023 0.11 0.09 -0.45
H -1.944 0.288 -1.533 -0.24 -0.11 -0.48
O -1.544 0.454 -2.409 0.09 0.08 0.68
```
Forces are in eV/Å.

Computed properties:
Total charge   -1
Energy relative to the best compared isomer or geometry (same formula, charge and spin)   0.655 eV
HOMO-LUMO gap   9.26 eV
LUMO   3.94 eV
Electronic energy   -11390.23020 eV

Charges per atom according to Mulliken partitioning, unit e:
1. O -0.789
2. C 0.134
3. O -0.604
4. H 0.158
5. H 0.353
6. H 0.311
7. O -0.655
8. H 0.449
9. H 0.286
10. O -0.678
11. H 0.334
12. H 0.370
13. O -0.667



[4]
# CH7OP3

A molecular structure, CH7OP3 (ωB97M-V/def2-TZVPD, OMol25).

The geometry in XYZ format:
```
12
Properties=species:S:1:pos:R:3:forces:R:3
C 0.784 -1.124 1.664 -0.88 -3.87 0.26
O 1.095 -1.132 0.265 0.30 1.02 0.19
P -0.835 0.436 -0.851 0.36 0.35 0.21
P -0.595 2.783 -2.358 1.41 0.82 -1.89
P -1.931 1.072 -2.426 -0.17 -0.83 0.06
H -0.028 -1.906 1.792 0.17 1.15 0.02
H 0.481 -0.243 2.223 0.24 0.65 -1.10
H 1.546 -1.646 2.236 0.70 0.50 0.10
H 1.637 -1.893 0.005 -0.25 0.29 0.63
H -1.358 -0.794 -0.393 -0.69 -0.12 -0.34
H -1.533 3.658 -1.990 -1.49 1.27 1.25
H -0.786 3.502 -3.657 0.29 -1.22 0.61
```
Forces are in eV/Å.

Computed properties:
Energy relative to the best compared isomer or geometry (same formula, charge and spin)   1.386 eV
HOMO-LUMO gap   8.18 eV
LUMO   -0.58 eV
Electronic energy   -31061.38457 eV

Charges per atom according to Mulliken partitioning, unit e:
1. C -0.716
2. O -0.494
3. P 0.057
4. P -0.179
5. P -0.021
6. H 0.301
7. H 0.311
8. H 0.324
9. H 0.281
10. H 0.016
11. H 0.047
12. H 0.073